Computed, not measured: a cluster of 5 separate species, C9H21Cl9O8P2 in total in a non-equilibrium geometry, with the ωB97M-V functional and the def2-TZVPD basis.

```
49
Properties=species:S:1:pos:R:3:lowdin_charge:R:1
C -0.551 -15.460 -14.143 -0.10
O -0.693 -16.789 -14.649 -0.22
P -1.974 -17.633 -14.137 0.37
O -3.222 -16.888 -14.124 -0.21
O -1.980 -18.887 -15.139 -0.21
C -0.751 -19.601 -15.272 -0.13
O -1.478 -18.190 -12.726 -0.22
C -2.165 -19.346 -12.190 -0.07
H -1.377 -15.212 -13.479 0.08
H -0.647 -14.754 -14.973 0.09
H 0.439 -15.308 -13.722 0.09
H -0.231 -19.338 -16.189 0.10
H -0.926 -20.680 -15.281 0.04
H -0.107 -19.507 -14.394 0.09
H -3.114 -19.439 -12.711 0.07
H -2.366 -19.108 -11.147 0.09
H -1.566 -20.252 -12.190 0.08
C -5.268 -21.242 -14.868 -0.09
O -6.021 -22.094 -14.016 -0.20
P -5.375 -23.447 -13.453 0.40
O -5.291 -24.540 -14.422 -0.26
O -6.372 -23.710 -12.235 -0.20
C -7.380 -24.719 -12.318 -0.09
O -4.011 -22.985 -12.741 -0.21
C -2.794 -23.327 -13.433 -0.11
H -4.700 -20.527 -14.273 0.08
H -5.879 -20.667 -15.560 0.10
H -4.578 -21.811 -15.497 0.05
H -7.645 -24.987 -13.346 0.06
H -8.265 -24.180 -11.973 0.09
H -7.209 -25.666 -11.813 0.09
H -2.018 -22.683 -13.014 0.08
H -2.850 -23.116 -14.498 0.03
H -2.515 -24.346 -13.181 0.06
C 0.784 -25.389 -15.661 -1.52
Cl 1.114 -26.347 -17.133 0.52
Cl -0.724 -25.893 -14.918 0.56
Cl 0.816 -23.670 -16.065 0.54
H 1.589 -25.567 -14.962 0.01
C -2.273 -23.736 -17.943 -1.47
Cl -2.257 -22.040 -17.328 0.52
Cl -2.868 -23.761 -19.604 0.55
Cl -3.396 -24.588 -16.871 0.56
H -1.236 -24.038 -17.903 -0.03
C -6.791 -25.871 -17.101 -1.52
Cl -7.091 -24.514 -18.220 0.50
Cl -6.278 -27.311 -18.034 0.49
Cl -8.295 -26.257 -16.250 0.52
H -6.013 -25.588 -16.402 -0.05
```

Values from the calculation:
- Strongest force on any atom: 1.91 eV/A
- E_HOMO: -10.731 eV
- Relative energy (zero: lowest compared OMol25 entry of this formula, charge and spin): 0.00 kJ/mol
- E_tot: -157337.2557 eV
- 2S+1: 1

=====

Computed, not measured: a structure of composition C9H21ClILuO2P2 in a non-equilibrium geometry, with the ωB97M-V functional and the def2-TZVPD basis.

```
37
Properties=species:S:1:pos:R:3:lowdin_charge:R:1
C -0.141 -0.016 -4.614 -0.05
C 0.184 0.030 -3.167 -0.76
H 0.756 -0.135 -5.230 0.11
H -0.605 0.906 -4.995 0.11
H -0.794 -0.880 -4.757 0.09
O 1.282 0.141 -2.639 0.04
Cl -1.288 -0.037 -2.168 0.66
Lu -1.311 -0.097 1.402 0.84
P -0.200 2.469 1.051 0.71
C 1.395 3.230 1.474 -0.24
C -0.344 3.026 -0.688 -0.26
H -0.511 4.110 -0.726 0.07
H -1.174 4.613 1.741 0.07
H -1.183 2.514 -1.171 0.00
H -2.399 3.333 1.508 0.05
H 2.120 2.935 0.701 0.06
H 0.579 2.777 -1.222 0.05
C -1.397 3.554 1.914 -0.27
H 1.353 4.340 1.521 0.09
H -1.384 3.353 2.996 0.05
H 1.739 2.880 2.460 0.06
P 0.044 -2.465 0.850 0.70
C 1.582 -3.284 1.338 -0.23
C -1.215 -3.612 1.512 -0.27
H -0.883 -2.509 -1.415 0.00
H 0.077 -3.951 -1.083 0.08
H 0.870 -2.380 -1.385 0.05
C 0.018 -2.869 -0.913 -0.28
H -2.168 -3.356 1.022 0.05
H -0.955 -4.644 1.270 0.07
H 1.564 -4.378 1.182 0.09
H 1.822 -3.120 2.393 0.07
H -1.299 -3.497 2.600 0.04
H 2.385 -2.866 0.726 0.06
C 1.050 0.010 1.317 -0.26
O 2.218 0.077 1.176 0.12
I -1.789 -0.202 4.018 0.23
```

Values from the calculation:
- Strongest force on any atom: 6.43 eV/A
- E_HOMO: -16.367 eV
- Relative energy (zero: lowest compared OMol25 entry of this formula, charge and spin): 0.00 kJ/mol
- E_tot: -86576.0878 eV
- 2S+1: 1
- Total charge: +2

=====

Computed, not measured: a structure of composition C9H21ClN3NiO3 in a non-equilibrium geometry, with the ωB97M-V functional and the def2-TZVPD basis.

```
38
Properties=species:S:1:pos:R:3:lowdin_charge:R:1
Ni -19.512 21.693 19.504 0.76
Cl -23.620 21.022 18.419 -0.75
C -29.883 17.287 22.230 0.05
C -30.359 18.660 22.250 -0.35
O -31.391 19.002 22.873 0.37
N -29.581 19.573 21.530 0.09
C -30.200 20.836 21.166 -0.03
H -30.073 16.857 21.247 0.13
H -30.400 16.540 22.833 0.12
H -28.802 17.190 22.324 0.13
H -28.606 19.329 21.434 0.17
H -30.776 21.197 22.019 0.10
H -30.867 20.813 20.305 0.11
H -29.503 21.658 21.004 0.11
C -24.569 22.792 9.823 -0.01
C -25.834 22.981 10.567 -0.56
O -26.952 22.902 10.028 0.02
N -25.775 23.162 11.889 -0.02
C -26.836 23.227 12.826 -0.08
H -24.674 23.089 8.779 0.09
H -24.100 21.811 9.884 0.09
H -23.934 23.524 10.322 0.08
H -24.847 23.134 12.286 0.13
H -27.540 22.415 12.645 0.09
H -27.285 24.220 12.853 0.09
H -26.408 23.239 13.828 0.09
C -18.092 15.269 22.156 0.01
C -19.004 15.768 20.988 -0.54
O -18.992 16.913 20.581 0.03
N -19.872 14.815 20.588 -0.02
C -20.971 14.982 19.717 -0.09
H -18.466 14.286 22.440 0.06
H -18.505 15.847 22.983 0.08
H -17.012 15.383 22.067 0.08
H -19.946 14.014 21.200 0.13
H -20.944 15.785 18.980 0.09
H -21.899 15.050 20.286 0.08
H -21.081 14.056 19.151 0.08
```

Values from the calculation:
- Strongest force on any atom: 4.77 eV/A
- E_HOMO (spin up / spin down): -9.060 / -9.802 eV
- Relative energy (zero: lowest compared OMol25 entry of this formula, charge and spin): 660.38 kJ/mol
- E_tot: -73838.0822 eV
- 2S+1: 3
- Total charge: +1

=====

Computed, not measured: a cluster of 3 separate species, C9H21ClNO4 in total in a non-equilibrium geometry, with the ωB97M-V functional and the def2-TZVPD basis.

```
36
Properties=species:S:1:pos:R:3:lowdin_charge:R:1
Cl 14.570 11.707 -9.397 -0.54
C 12.505 8.977 -6.997 -0.05
C 13.827 9.626 -6.523 -0.18
N 14.771 8.622 -5.881 -0.22
C 15.374 7.668 -6.940 0.01
C 16.039 9.372 -5.367 -0.15
C 16.729 10.400 -6.291 -0.06
C 13.982 7.922 -4.679 -0.01
C 14.933 6.982 -3.881 -0.23
O 15.637 6.023 -4.619 -0.20
C 16.640 5.329 -3.829 -0.07
H 11.694 8.820 -6.286 0.08
H 12.629 8.065 -7.581 0.08
H 12.003 9.489 -7.818 0.07
H 13.762 10.502 -5.877 0.13
H 14.448 9.975 -7.347 0.03
H 15.696 8.113 -7.881 0.11
H 14.654 6.864 -7.095 0.10
H 16.291 7.162 -6.636 0.09
H 16.662 8.580 -4.949 0.11
H 15.631 9.941 -4.531 0.12
H 17.060 10.017 -7.256 0.08
H 17.611 10.803 -5.794 0.08
H 16.219 11.347 -6.469 0.07
H 13.295 7.228 -5.163 0.12
H 13.456 8.679 -4.098 0.14
H 14.338 6.550 -3.076 0.13
H 15.756 7.489 -3.379 0.11
H 16.215 4.721 -3.031 0.09
H 17.450 5.841 -3.309 0.09
H 17.118 4.591 -4.473 0.09
O 12.063 12.097 -7.022 0.10
C 10.810 12.104 -7.538 -0.70
O 9.830 12.376 -6.823 0.17
O 10.645 11.606 -8.716 0.20
H 12.478 12.046 -7.885 0.00
```

Values from the calculation:
- Strongest force on any atom: 3.67 eV/A
- E_HOMO (spin up / spin down): -7.456 / -7.425 eV
- E_tot: -31871.7415 eV
- 2S+1: 2

=====

Computed, not measured: a structure of composition C9H21FN3O6S3 in a non-equilibrium geometry, with the ωB97M-V functional and the def2-TZVPD basis.

```
43
Properties=species:S:1:pos:R:3:lowdin_charge:R:1
C -1.885 -0.706 0.676 -0.18
C -1.161 -0.442 -0.642 -0.52
S 0.641 -0.560 -0.405 0.86
C 1.089 -1.991 -1.363 -0.58
S 0.884 -3.528 -0.448 0.44
O 1.677 -3.388 0.750 -0.36
O -0.530 -3.730 -0.240 -0.34
N 1.603 -4.588 -1.428 -0.33
S 0.686 -5.517 -2.324 0.46
O -0.116 -6.464 -1.614 -0.31
O 1.462 -6.013 -3.423 -0.33
F -0.358 -4.525 -3.004 -0.21
H -1.402 -0.110 1.451 0.05
H -1.720 -1.745 0.953 0.06
H -2.939 -0.471 0.606 0.05
H -1.453 -1.187 -1.377 0.07
H -1.382 0.556 -1.011 0.05
H 2.143 -1.931 -1.613 0.04
H 0.501 -2.095 -2.272 0.06
C -3.591 2.305 1.470 -0.34
O -3.599 1.828 0.356 0.02
N -4.600 3.029 2.000 -0.20
C -4.539 3.569 3.340 -0.07
C -5.781 3.263 1.188 -0.05
H -2.739 2.176 2.160 0.14
H -5.351 3.171 3.952 0.09
H -4.619 4.659 3.318 0.09
H -3.591 3.298 3.801 0.08
H -6.239 2.315 0.904 0.09
H -5.512 3.793 0.273 0.09
H -6.495 3.856 1.754 0.08
C 4.178 0.974 -1.956 -0.35
O 3.311 0.180 -2.245 0.01
N 4.849 0.953 -0.786 -0.20
C 5.877 1.916 -0.466 -0.07
C 4.510 -0.087 0.177 -0.03
H 4.491 1.794 -2.629 0.13
H 6.832 1.414 -0.289 0.08
H 5.608 2.479 0.431 0.09
H 5.998 2.614 -1.292 0.08
H 4.673 -1.074 -0.256 0.10
H 3.458 -0.017 0.457 0.07
H 5.131 0.027 1.063 0.08
```

Values from the calculation:
- Strongest force on any atom: 1.22 eV/A
- E_HOMO: -5.127 eV
- Relative energy (zero: lowest compared OMol25 entry of this formula, charge and spin): 20.87 kJ/mol
- E_tot: -61653.7606 eV
- 2S+1: 1
- Total charge: -1

=====

Computed, not measured: a structure of composition C9H21IInNOP2 in a non-equilibrium geometry, with the ωB97M-V functional and the def2-TZVPD basis.

```
36
Properties=species:S:1:pos:R:3:lowdin_charge:R:1
C -1.797 -1.769 -1.198 -0.59
I -2.833 -1.256 0.526 0.88
H -2.141 -2.778 -1.542 0.05
H -0.705 -1.519 -1.158 -0.04
H -2.140 -0.850 -1.590 -0.11
In 1.346 0.483 -0.215 0.71
P 1.468 -1.816 1.142 0.76
C 3.262 -2.164 1.126 -0.24
C 1.052 -1.819 2.916 -0.22
H 1.247 -2.800 3.389 0.09
H 1.237 -4.177 1.266 0.08
H -0.035 -1.590 3.067 0.07
H -0.296 -3.458 0.748 0.04
H 3.806 -1.407 1.697 0.07
H 1.632 -1.017 3.453 0.08
C 0.791 -3.419 0.616 -0.23
H 3.428 -3.141 1.622 0.09
H 1.006 -3.643 -0.431 0.07
H 3.644 -2.198 0.120 0.04
P -1.246 1.934 -0.752 0.74
C -0.679 3.315 -1.816 -0.27
C -2.790 1.679 -1.646 -0.30
H -2.397 2.272 1.351 0.05
H -2.624 3.629 0.238 0.07
H -1.087 3.467 1.149 0.05
C -1.896 2.932 0.637 -0.23
H -3.455 0.978 -1.102 -0.01
H -3.299 2.653 -1.762 0.08
H -1.499 4.053 -1.886 0.07
H -0.436 2.935 -2.830 0.06
H -2.603 1.264 -2.656 0.07
H 0.217 3.791 -1.383 0.04
C 2.740 -0.135 -2.120 0.07
O 3.637 -0.433 -2.773 0.21
N 1.876 3.530 1.097 0.09
C 1.567 2.476 0.702 -0.37
```

Values from the calculation:
- Strongest force on any atom: 4.58 eV/A
- E_HOMO: -15.452 eV
- Relative energy (zero: lowest compared OMol25 entry of this formula, charge and spin): 0.00 kJ/mol
- E_tot: -45045.0042 eV
- 2S+1: 1
- Total charge: +2